[1]
DFT (ωB97M-V/def2-TZVPD) results for 12 unconnected molecules or ions with the total composition C47H78F3N5O20S6 in a non-equilibrium geometry.

CARTESIAN COORDINATES (ANGSTROEM)
C -0.205 1.319 -4.674
C -0.693 2.556 -5.317
O 0.142 3.722 -4.998
C 1.291 3.879 -5.749
O 1.714 3.159 -6.592
C 1.977 5.190 -5.382
F 3.198 5.023 -4.870
F 2.146 5.882 -6.562
F 1.287 5.971 -4.537
H 0.699 1.007 -5.147
H -0.887 0.505 -4.819
H -0.237 1.424 -3.583
H -1.706 2.795 -5.000
H -0.829 2.470 -6.417
O -3.441 4.338 -3.791
S -3.033 5.450 -2.970
O -3.844 6.616 -2.818
O -2.891 4.900 -1.539
C -2.606 3.491 -1.429
C -2.891 3.151 -0.030
C -1.468 5.924 -3.420
H -1.573 3.254 -1.704
H -3.259 2.953 -2.128
H -2.631 2.106 0.151
H -3.945 3.277 0.179
H -2.292 3.687 0.687
H -0.904 5.097 -3.778
H -1.044 6.501 -2.569
H -1.634 6.570 -4.285
O -2.604 -4.583 0.202
S -3.268 -5.246 1.296
O -3.136 -4.843 2.676
O -4.791 -5.122 0.915
C -5.757 -5.317 1.991
C -6.212 -3.957 2.558
C -3.122 -6.985 1.239
H -5.362 -5.913 2.827
H -6.565 -5.834 1.525
H -6.859 -4.235 3.425
H -6.817 -3.334 1.889
H -5.370 -3.403 2.955
H -2.110 -7.251 1.541
H -3.329 -7.286 0.227
H -3.733 -7.356 2.048
O 1.066 -8.293 -1.769
S 0.719 -7.221 -0.906
O -0.413 -7.379 -0.014
O 1.998 -6.832 -0.133
C 1.887 -6.009 1.015
C 3.088 -6.149 1.915
C 0.364 -5.798 -1.806
H 0.961 -6.205 1.574
H 1.813 -4.958 0.739
H 4.018 -6.046 1.336
H 3.082 -7.092 2.468
H 3.061 -5.342 2.636
H 1.057 -5.611 -2.610
H 0.179 -4.914 -1.179
H -0.586 -6.037 -2.239
O 4.935 1.678 -4.557
S 4.347 2.162 -3.341
O 2.930 2.468 -3.283
O 4.740 1.162 -2.262
C 3.899 0.132 -1.821
C 3.885 -0.998 -2.794
C 5.272 3.540 -2.702
H 2.911 0.481 -1.558
H 4.217 -0.174 -0.840
H 3.145 -1.759 -2.479
H 4.889 -1.418 -2.936
H 3.591 -0.651 -3.840
H 5.052 4.326 -3.418
H 6.341 3.381 -2.697
H 4.965 3.866 -1.753
O 1.508 -2.950 -1.057
S 1.196 -2.163 0.093
O 2.169 -2.116 1.159
O 1.005 -0.726 -0.442
C 0.692 0.416 0.318
C 0.282 1.475 -0.609
C -0.366 -2.504 0.748
H 1.631 0.770 0.807
H -0.139 0.127 0.937
H 0.194 2.369 0.014
H -0.645 1.283 -1.116
H 1.015 1.729 -1.363
H -0.648 -1.684 1.413
H -0.244 -3.424 1.362
H -1.126 -2.792 0.017
O -1.053 4.698 2.883
S -0.093 4.559 3.947
O -0.492 4.182 5.280
O 0.895 3.443 3.460
C 1.801 2.807 4.283
C 2.348 1.648 3.486
C 0.864 5.937 4.041
H 1.302 2.427 5.153
H 2.585 3.547 4.491
H 2.944 1.954 2.601
H 1.562 0.925 3.188
H 3.031 1.171 4.214
H 1.181 6.393 3.113
H 1.800 5.723 4.544
H 0.260 6.627 4.635
N -0.582 0.426 5.472
C -0.364 -0.897 5.179
C -1.149 -1.880 5.698
C -2.169 -1.597 6.602
C -2.396 -0.252 6.898
C -1.581 0.692 6.260
H 0.451 -1.116 4.484
H -0.857 -2.896 5.421
H -2.844 -2.377 7.036
H -3.232 0.056 7.518
H -1.816 1.722 6.466
N -2.153 -0.428 2.374
C -2.099 0.767 2.914
C -3.241 1.466 3.342
C -4.455 0.742 3.265
C -4.520 -0.513 2.692
C -3.311 -1.088 2.250
H -1.171 1.280 3.002
H -3.090 2.411 3.874
H -5.304 1.141 3.787
H -5.468 -1.018 2.545
H -3.220 -2.034 1.709
N -2.628 -0.343 -1.523
C -3.766 -0.432 -0.834
C -4.540 -1.560 -0.847
C -4.207 -2.597 -1.654
C -3.065 -2.523 -2.450
C -2.281 -1.385 -2.299
H -3.912 0.351 -0.141
H -5.411 -1.693 -0.238
H -4.834 -3.474 -1.691
H -2.744 -3.382 -3.027
H -1.399 -1.215 -2.899
N 5.821 -3.911 -0.195
C 4.861 -4.197 -1.077
C 5.118 -4.349 -2.456
C 6.415 -4.409 -2.914
C 7.414 -4.123 -1.948
C 7.086 -3.827 -0.645
H 3.851 -4.292 -0.700
H 4.298 -4.602 -3.115
H 6.571 -4.659 -3.973
H 8.503 -4.112 -2.212
H 7.859 -3.530 0.080
N 0.122 4.876 -0.670
C -0.207 6.004 -0.012
C 0.538 7.137 -0.142
C 1.703 7.169 -0.877
C 2.021 5.987 -1.522
C 1.218 4.863 -1.457
H -1.093 6.037 0.622
H 0.190 7.933 0.484
H 2.333 8.059 -0.927
H 2.918 5.942 -2.148
H 1.532 3.940 -1.954

Forces on atoms 1 to 6 (eV/Å):
C -0.37 -0.24 0.68
C -1.02 0.69 -1.30
O 1.18 -0.28 -1.24
C -1.90 -0.78 1.33
O -0.02 -0.06 -0.06
C 0.50 1.53 -0.94

HOMO-LUMO gap ... 9.60 eV
HOMO level ... -9.43 eV
Multiplicity ... 1
SMILES string ... CCOC(=O)C(F)(F)F.CCOS(C)(=O)=O.CCOS(C)(=O)=O.CCOS(C)(=O)=O.CCOS(C)(=O)=O.CCOS(C)(=O)=O.CCOS(C)(=O)=O.c1ccncc1.c1ccncc1.c1ccncc1.c1ccncc1.c1ccncc1

---

[2]
DFT (ωB97M-V/def2-TZVPD) results for 8 unconnected molecules or ions with the total composition C47H78N11O3 in a non-equilibrium geometry.

CARTESIAN COORDINATES (ANGSTROEM)
C 1.339 1.064 5.731
C 0.305 0.599 4.526
N 0.071 -0.914 4.541
C 0.974 -1.675 3.610
C 2.450 -1.985 4.303
C 3.681 -1.236 3.558
O 4.353 -0.345 4.247
N 4.164 -1.494 2.171
C 3.375 -0.650 1.229
C 2.766 0.794 1.644
C 1.883 1.663 0.641
C 1.620 1.041 -0.821
C 2.250 -0.358 -1.264
C 3.133 -1.225 -0.258
N -1.290 -1.154 4.410
C -1.882 -0.716 3.117
C -1.790 -1.448 1.678
O -2.604 0.376 3.152
C -1.736 -2.489 4.889
C -1.922 -3.845 4.030
O -2.037 -2.574 6.160
H 2.409 1.023 5.299
H 1.280 0.376 6.658
H 1.005 2.127 6.068
H -0.683 1.193 4.751
H 0.742 0.985 3.529
H 0.338 -1.211 5.520
H 0.556 -2.729 3.309
H 1.051 -1.077 2.615
H 2.667 -3.129 4.269
H 2.462 -1.658 5.415
H 4.107 -2.507 1.937
H 2.948 1.250 2.706
H 1.429 2.676 0.969
H 0.939 1.684 -1.527
H 2.038 -0.755 -2.329
H 3.591 -2.249 -0.594
H -2.884 -1.677 1.334
H -1.394 -0.648 0.914
H -1.086 -2.360 1.630
H -3.045 -4.070 3.772
H -1.254 -3.937 3.094
H -1.605 -4.727 4.739
C -2.798 3.852 -2.649
C -3.001 2.898 -1.477
C -2.510 3.476 -0.148
C -1.030 3.767 -0.232
N 0.156 4.000 -0.300
H -1.739 4.066 -2.817
H -3.189 3.410 -3.570
H -3.319 4.799 -2.477
H -2.478 1.959 -1.689
H -4.066 2.661 -1.391
H -2.689 2.761 0.662
H -3.045 4.400 0.091
C 4.742 -5.754 7.148
C 5.984 -5.023 6.647
C 5.881 -3.503 6.796
C 4.711 -2.988 5.993
N 3.766 -2.571 5.346
H 3.852 -5.480 6.573
H 4.871 -6.835 7.049
H 4.553 -5.528 8.203
H 6.148 -5.283 5.595
H 6.855 -5.379 7.206
H 6.799 -3.028 6.437
H 5.746 -3.228 7.847
C -2.121 8.559 0.429
C -1.667 8.080 -0.947
C -2.701 8.348 -2.042
C -3.986 7.621 -1.722
N -5.015 7.037 -1.466
H -3.019 8.032 0.763
H -1.341 8.373 1.172
H -2.334 9.633 0.419
H -1.450 7.007 -0.895
H -0.731 8.585 -1.207
H -2.324 8.001 -3.008
H -2.906 9.420 -2.124
C -5.914 -3.404 3.714
C -7.352 -3.467 4.218
C -7.659 -4.757 4.981
C -7.452 -5.949 4.076
N -7.286 -6.903 3.350
H -5.701 -4.204 3.000
H -5.733 -2.455 3.201
H -5.204 -3.483 4.545
H -8.032 -3.371 3.363
H -7.538 -2.611 4.874
H -8.695 -4.749 5.332
H -7.005 -4.852 5.854
C 1.178 -4.870 -1.012
C 0.941 -5.822 0.156
C 1.410 -5.248 1.495
C 2.893 -4.970 1.438
N 4.081 -4.745 1.385
H 2.243 -4.667 -1.156
H 0.803 -5.308 -1.941
H 0.664 -3.918 -0.853
H 1.459 -6.766 -0.045
H -0.128 -6.049 0.220
H 1.208 -5.959 2.301
H 0.879 -4.318 1.721
C -1.917 -1.091 -5.401
C -2.862 -0.857 -4.226
C -2.125 -0.527 -2.927
C -1.220 -1.674 -2.546
N -0.494 -2.595 -2.240
H -1.264 -1.951 -5.228
H -2.487 -1.294 -6.312
H -1.290 -0.211 -5.580
H -3.481 -1.750 -4.086
H -3.538 -0.032 -4.473
H -2.844 -0.355 -2.120
H -1.524 0.380 -3.045
C 3.552 0.793 -4.347
C 3.233 0.833 -5.837
C 2.493 2.107 -6.252
C 1.178 2.196 -5.512
N 0.125 2.267 -4.919
H 2.643 0.795 -3.740
H 4.105 -0.118 -4.101
H 4.165 1.652 -4.053
H 2.633 -0.046 -6.095
H 4.168 0.762 -6.403
H 2.299 2.095 -7.328
H 3.095 2.992 -6.025
C 0.309 4.829 -9.366
C 1.252 5.795 -10.076
C 2.240 5.087 -11.007
C 3.099 4.134 -10.211
N 3.788 3.370 -9.573
H 0.854 4.138 -8.716
H -0.395 5.379 -8.737
H -0.267 4.241 -10.089
H 1.800 6.373 -9.324
H 0.659 6.506 -10.660
H 2.882 5.822 -11.501
H 1.706 4.528 -11.781

Forces on atoms 1 to 6 (eV/Å):
C -0.27 -0.27 -0.73
C 0.65 3.09 1.37
N 1.76 0.40 0.79
C 1.07 -0.75 -2.99
C -3.89 1.12 -2.90
C 3.27 4.23 2.59

HOMO-LUMO gap ... 6.39 eV
HOMO level ... -10.05 eV
Net charge ... +1
Multiplicity ... 1

---

[3]
DFT (ωB97M-V/def2-TZVPD) results for 8 unconnected molecules or ions with the total composition C47H87ClIN3O14S2 in a non-equilibrium geometry.

CARTESIAN COORDINATES (ANGSTROEM)
C 0.840 4.012 1.035
N -0.168 3.455 0.123
C -1.073 2.479 0.759
C -1.399 1.386 -0.235
C -2.089 2.036 -1.445
C -3.386 2.697 -1.096
N -3.558 3.954 -1.116
O -2.351 0.433 0.261
C -1.875 -0.783 0.710
Cl -0.359 -0.644 1.691
C -1.632 -1.764 -0.431
C -0.339 -1.561 -1.224
C -0.190 -2.687 -2.239
O 0.788 -3.617 -1.718
C 1.124 -4.588 -2.590
C 2.525 -5.092 -2.442
O 0.360 -5.033 -3.415
C -2.989 -1.331 1.696
I -4.464 -2.483 0.610
O -2.444 -2.026 2.748
C -3.279 -2.223 3.889
C -3.518 -0.987 4.780
C -5.042 -0.783 4.940
C -5.421 0.460 5.711
O -5.004 1.672 5.087
C -5.243 1.692 3.753
C -6.659 1.600 3.262
O -4.331 1.827 2.982
C -2.671 -3.357 4.681
C -1.315 -3.077 5.378
C -0.151 -3.766 4.656
S 1.250 -3.929 5.812
C 2.671 -3.329 4.921
S 3.729 -4.402 4.339
N 2.854 -1.924 4.799
C 3.987 -1.487 5.626
C 4.522 -0.137 5.143
O 3.523 0.623 4.524
C 3.086 0.017 3.329
C 3.120 -1.512 3.418
H 1.835 3.707 0.734
H 0.674 3.743 2.073
H 0.812 5.096 0.973
H 0.337 2.942 -0.589
H -1.976 2.963 1.089
H -0.611 2.068 1.655
H -0.487 0.945 -0.622
H -2.296 1.223 -2.146
H -1.411 2.703 -1.958
H -4.224 2.090 -0.781
H -2.688 4.409 -1.389
H -2.427 -1.595 -1.147
H -1.647 -2.787 -0.073
H -0.448 -0.640 -1.779
H 0.552 -1.572 -0.613
H 0.135 -2.322 -3.207
H -1.148 -3.173 -2.379
H 2.745 -5.382 -1.422
H 3.235 -4.323 -2.727
H 2.629 -5.927 -3.117
H -3.515 -0.456 2.056
H -4.259 -2.570 3.563
H -3.083 -0.113 4.306
H -3.132 -1.113 5.783
H -5.382 -1.620 5.549
H -5.552 -0.881 3.984
H -4.911 0.430 6.665
H -6.491 0.481 5.919
H -7.003 2.610 3.073
H -6.625 1.104 2.302
H -7.327 1.073 3.930
H -2.545 -4.240 4.062
H -3.386 -3.621 5.455
H -1.384 -3.515 6.371
H -1.097 -2.029 5.537
H -0.485 -4.742 4.348
H 0.112 -3.174 3.789
H 3.681 -1.355 6.659
H 4.815 -2.197 5.598
H 5.381 -0.256 4.478
H 4.865 0.442 5.990
H 3.715 0.310 2.486
H 2.082 0.355 3.153
H 4.075 -1.874 3.039
H 2.318 -1.892 2.795
C 1.581 -5.923 0.350
C 0.327 -5.538 1.095
O 0.260 -5.631 2.299
C -0.829 -5.027 0.270
H 2.331 -6.268 1.059
H 1.366 -6.723 -0.361
H 1.970 -5.056 -0.186
H -1.148 -5.790 -0.443
H -0.528 -4.131 -0.276
H -1.663 -4.782 0.925
C -4.263 -2.909 -5.392
C -4.027 -2.302 -4.030
O -2.919 -1.953 -3.681
C -5.228 -2.150 -3.135
H -3.321 -2.962 -5.934
H -4.669 -3.916 -5.285
H -4.967 -2.296 -5.955
H -5.674 -3.124 -2.935
H -5.961 -1.506 -3.602
H -4.899 -1.706 -2.199
C 2.619 -0.159 -5.189
C 1.396 0.368 -4.475
O 1.378 0.509 -3.276
C 0.198 0.708 -5.328
H 3.401 -0.363 -4.462
H 2.374 -1.082 -5.718
H 2.981 0.580 -5.905
H -0.146 -0.179 -5.862
H 0.461 1.483 -6.050
H -0.606 1.073 -4.693
C 5.323 4.923 -1.539
C 4.015 5.510 -1.071
O 2.959 4.956 -1.281
C 4.069 6.823 -0.327
H 5.127 3.989 -2.059
H 5.818 5.612 -2.226
H 5.975 4.726 -0.688
H 4.513 7.593 -0.960
H 4.668 6.710 0.576
H 3.059 7.125 -0.055
C 8.599 2.680 -5.455
C 7.376 3.207 -4.741
O 7.369 3.391 -3.548
C 6.159 3.494 -5.589
H 9.396 2.517 -4.734
H 8.366 1.735 -5.948
H 8.936 3.401 -6.202
H 5.827 2.581 -6.087
H 6.396 4.248 -6.341
H 5.356 3.864 -4.955
C -10.108 -3.232 -3.669
C -9.241 -1.998 -3.617
O -8.043 -2.060 -3.774
C -9.935 -0.684 -3.359
H -9.487 -4.103 -3.859
H -10.626 -3.365 -2.718
H -10.844 -3.137 -4.468
H -10.446 -0.713 -2.396
H -10.664 -0.486 -4.146
H -9.201 0.118 -3.346
C 9.321 5.749 0.487
C 8.016 6.332 0.970
O 6.963 5.778 0.759
C 8.085 7.637 1.725
H 9.129 4.817 -0.039
H 9.813 6.446 -0.193
H 9.978 5.551 1.335
H 8.526 8.411 1.095
H 8.690 7.517 2.624
H 7.082 7.944 2.012

Forces on atoms 1 to 6 (eV/Å):
C -0.18 0.46 -0.33
N -0.09 -0.64 0.19
C 0.73 0.00 0.42
C -0.81 1.09 -0.89
C -0.28 -1.20 -0.26
C 0.40 0.94 -0.07

HOMO-LUMO gap ... 7.71 eV
HOMO level ... -7.75 eV
Multiplicity ... 1
SMILES string ... [H]/N=C\C[C@@H](CNC)O[C@](Cl)(CCCOC(C)=O)[C@@H](I)O[C@H](CCCOC(C)=O)CCCSC(=S)N1CCOCC1.CC(C)=O.CC(C)=O.CC(C)=O.CC(C)=O.CC(C)=O.CC(C)=O.CC(C)=O